No. 1
{
  "formula": "C7H16N2Si",
  "method": "the ωB97M-V functional and the def2-TZVPD basis",
  "symbols": ["C", "N", "C", "C", "C", "N", "Si", "C", "C", "C", "H", "H", "H", "H", "H", "H", "H", "H", "H", "H", "H", "H", "H", "H", "H", "H"],
  "coordinates": [[1.745204, 0.371595, 1.513848], [1.526305, 0.173828, 0.102824], [2.738195, -0.003194, -0.730228], [0.540897, -0.815248, -0.277278], [0.636748, -2.037979, 0.424358], [0.877521, -2.948527, 1.111178], [-1.222391, 0.057379, -0.241186], [-0.995153, 1.892781, -0.683629], [-2.240077, -0.735559, -1.653640], [-2.035726, -0.074781, 1.544111], [0.753475, 0.257312, 1.936889], [2.511935, -0.485802, 1.729148], [2.118469, 1.432477, 1.619627], [2.420395, 0.168491, -1.702183], [3.541503, 0.862679, -0.456458], [3.429005, -0.836232, -0.325874], [0.848690, -1.065978, -1.292034], [-0.670485, 2.651670, 0.098431], [-0.344437, 1.926609, -1.545290], [-2.058847, 2.247185, -0.945611], [-3.248654, -1.073445, -1.276124], [-2.400472, 0.048959, -2.484231], [-1.808577, -1.601518, -2.235330], [-1.485398, -0.834584, 2.150302], [-2.069796, 0.894191, 2.135246], [-3.108328, -0.472308, 1.483133]],
  "forces_ev_per_angstrom": [[1.5, -0.7, -1.3], [0.9, 0.7, -1.5], [2.9, 2.1, 5.1], [-0.8, 1.6, -0.9], [1.0, -2.8, 2.4], [-0.6, 1.2, -1.1], [-0.1, 0.1, 0.6], [-1.6, 0.7, 1.0], [-0.8, 0.1, -1.1], [-0.6, -0.4, -0.1], [0.3, -0.1, 0.9], [-1.2, 1.7, 1.1], [-0.1, -1.4, 0.4], [0.2, -0.6, -2.1], [-2.2, -1.3, -0.7], [-1.4, 0.1, -1.5], [-0.8, 0.0, -0.4], [0.0, -1.3, -0.8], [0.1, 0.4, -0.3], [1.5, -0.5, 0.0], [0.9, 0.4, -0.5], [0.0, -1.0, 1.4], [-0.1, 0.7, 1.0], [-0.3, 0.6, -0.4], [0.2, -1.1, -0.9], [1.4, 0.6, 0.0]],
  "lowdin_charge": [-0.085, -0.337, -0.090, -0.406, -0.265, 0.162, 0.618, -0.205, -0.201, -0.192, 0.063, 0.117, 0.104, 0.050, 0.124, 0.107, 0.114, 0.049, 0.012, 0.052, 0.032, 0.047, 0.036, 0.017, 0.039, 0.038],
  "lumo_ev": 0.689,
  "largest_force_ev_per_a": 6.25,
  "homo_lumo_gap_ev": 9.26,
  "homo_ev": -8.57
}

No. 2
{
  "formula": "C49H50BCsF4N2O3P2",
  "method": "the ωB97M-V functional and the def2-TZVPD basis",
  "symbols": ["Cs", "C", "C", "C", "C", "C", "C", "H", "H", "H", "H", "H", "H", "O", "C", "C", "C", "C", "C", "C", "P", "C", "C", "C", "C", "C", "C", "C", "C", "C", "C", "C", "C", "C", "C", "C", "C", "C", "C", "P", "C", "C", "C", "C", "C", "C", "C", "C", "C", "C", "C", "C", "H", "H", "H", "H", "H", "H", "H", "H", "H", "H", "H", "H", "H", "H", "H", "H", "H", "H", "H", "H", "H", "H", "H", "H", "H", "H", "H", "H", "C", "O", "C", "O", "N", "N", "H", "H", "H", "H", "H", "H", "F", "B", "F", "F", "F", "C", "C", "C", "C", "C", "H", "H", "H", "H", "H", "H", "H", "H", "H", "H"],
  "coordinates": [[-1.720632, 17.170121, 15.453546], [-3.132838, 22.612819, 15.542018], [-4.030116, 23.503614, 16.131941], [-5.114216, 23.913007, 15.354812], [-5.359428, 23.335490, 14.097614], [-4.533187, 22.351056, 13.614591], [-3.401384, 21.972762, 14.374722], [-2.245575, 22.281175, 16.063965], [-3.846028, 23.837188, 17.156774], [-5.862533, 24.620340, 15.661172], [-6.242702, 23.624506, 13.498672], [-4.693265, 21.701739, 12.745132], [-2.684224, 21.179467, 14.027188], [-7.434374, 12.918009, 13.650986], [-7.956563, 13.047564, 12.385282], [-8.455077, 11.938056, 11.746792], [-9.163478, 12.050832, 10.546339], [-9.374112, 13.331209, 10.040765], [-8.942673, 14.464980, 10.764711], [-8.171279, 14.381080, 11.941414], [-7.488686, 15.704956, 12.869312], [-8.827096, 16.598145, 13.689954], [-10.170421, 16.491287, 13.286823], [-11.052400, 17.523708, 13.706391], [-10.661645, 18.543974, 14.540087], [-9.330118, 18.542392, 14.989967], [-8.410828, 17.631657, 14.572371], [-7.093600, 16.781949, 11.497403], [-7.147941, 18.229327, 11.487158], [-6.914530, 18.985321, 10.358774], [-6.269134, 18.325328, 9.294849], [-6.069845, 16.938743, 9.294302], [-6.475323, 16.188723, 10.364089], [-8.067912, 11.997791, 14.501091], [-9.476886, 11.757777, 14.518195], [-9.937117, 10.946139, 15.527184], [-9.021277, 10.254453, 16.366977], [-7.652022, 10.356832, 16.194890], [-7.189575, 11.388283, 15.394932], [-5.487621, 12.030730, 15.370466], [-5.054819, 11.497285, 17.058431], [-5.893180, 11.636251, 18.222267], [-5.502837, 11.163411, 19.445974], [-4.197871, 10.657471, 19.666215], [-3.303053, 10.805674, 18.598414], [-3.711669, 11.246768, 17.369171], [-4.555717, 10.843229, 14.333465], [-3.555997, 11.301074, 13.467527], [-2.939632, 10.376421, 12.589712], [-3.097697, 8.995456, 12.713008], [-4.022085, 8.548701, 13.660337], [-4.724326, 9.426823, 14.457941], [-8.319631, 11.035626, 12.300290], [-9.587871, 11.231342, 9.967508], [-9.624210, 13.504029, 9.032726], [-9.163264, 15.482863, 10.255155], [-10.558102, 15.673959, 12.713633], [-12.092685, 17.332888, 13.409416], [-11.241890, 19.409980, 14.804677], [-9.004012, 19.326216, 15.617373], [-7.386483, 17.618304, 14.958129], [-7.567669, 18.798861, 12.301435], [-7.200118, 20.061564, 10.288375], [-6.016826, 18.904227, 8.395287], [-5.599929, 16.468623, 8.429614], [-6.230759, 15.136604, 10.283629], [-10.201621, 12.147712, 13.787667], [-10.969047, 10.681311, 15.652133], [-9.374460, 9.558743, 17.055020], [-7.012495, 9.719790, 16.752458], [-6.876004, 12.137608, 18.199342], [-6.171353, 11.366962, 20.309008], [-3.824930, 10.334150, 20.637058], [-2.254873, 10.535150, 18.728651], [-2.944370, 11.567618, 16.686335], [-3.256370, 12.339322, 13.524852], [-2.466620, 10.806879, 11.702180], [-2.507399, 8.337740, 12.020202], [-4.381026, 7.501749, 13.777189], [-5.453204, 9.071950, 15.199912], [1.009444, 20.608681, 12.266831], [0.227974, 19.748471, 11.417939], [-0.388830, 18.777477, 12.035443], [-0.333683, 18.569869, 13.272130], [-1.040980, 17.936372, 11.147675], [-1.951914, 17.045851, 11.786622], [1.719666, 20.030477, 12.844108], [0.328800, 21.055995, 13.068542], [1.402214, 21.410612, 11.655450], [-1.374270, 18.418258, 10.288010], [-1.462940, 16.187969, 12.134042], [-2.608323, 16.694959, 11.077611], [-2.679874, 14.276173, 16.007052], [-1.442480, 13.704204, 15.519121], [-1.335637, 14.225814, 14.167398], [-0.431108, 14.158327, 16.441809], [-1.424754, 12.327804, 15.528225], [1.054225, 17.407264, 18.946705], [0.888174, 18.605156, 18.016810], [1.773413, 18.425909, 16.796144], [0.856081, 20.005340, 18.596561], [-0.522322, 18.729411, 17.555343], [1.954657, 17.463801, 19.577370], [1.079931, 16.499036, 18.399616], [0.172498, 17.376609, 19.564989], [2.806003, 18.726533, 16.970701], [1.401060, 19.002779, 15.936051], [1.806260, 17.378431, 16.450694], [1.717739, 20.171569, 19.199894], [0.000743, 20.177496, 19.332993], [0.822408, 20.789028, 17.778090], [-1.266623, 19.271696, 18.140312]],
  "forces_ev_per_angstrom": [[-0.4, -0.6, -0.3], [0.4, -0.3, 1.5], [-0.1, 0.3, -0.6], [-0.1, -0.4, -0.3], [-0.5, 0.2, -0.3], [1.3, -1.7, 0.2], [0.1, -0.4, -1.7], [0.0, 0.1, 0.3], [-0.2, 0.2, -0.5], [0.0, 0.3, 0.6], [0.5, -0.1, 0.6], [-0.4, 0.8, 0.0], [-1.0, 0.9, 0.3], [-0.6, -1.2, 1.1], [-1.4, -0.3, -0.4], [0.8, 0.5, 1.0], [-0.8, -0.2, -1.4], [1.5, 1.5, 1.9], [-1.3, 1.1, -3.0], [0.1, -0.4, 1.1], [0.8, -1.3, 0.6], [-0.3, 0.8, -0.7], [0.4, 2.0, 1.7], [-0.8, -2.0, -0.5], [1.4, 0.1, 0.0], [-0.9, 0.5, -0.3], [-0.2, -1.7, -0.5], [1.3, 2.4, -1.1], [-1.4, -1.3, 0.2], [1.1, -0.4, -1.0], [-0.6, 0.7, -0.9], [0.3, 1.5, -0.3], [-0.1, -0.1, 0.7], [-0.1, 1.1, -0.6], [0.5, 0.4, -0.1], [1.3, -1.0, 0.8], [0.1, 0.6, -1.7], [-1.6, 0.9, 0.2], [0.2, -0.2, -1.3], [0.2, 0.7, 0.4], [0.3, 0.7, 1.9], [-0.3, -0.1, -1.5], [0.7, 0.2, 1.7], [-0.2, 0.7, -0.9], [0.1, -0.9, 1.5], [-0.5, 0.5, -0.8], [0.9, -1.5, 0.4], [-0.7, -1.0, 0.1], [-0.2, 0.5, -0.1], [0.1, 0.5, -0.7], [-0.7, -1.3, 0.4], [-0.4, 1.7, -0.1], [0.0, -0.8, -0.2], [0.4, -0.2, 0.4], [-1.0, 0.0, -1.0], [0.5, -1.7, 1.0], [0.2, -0.3, -0.4], [0.3, 0.7, 0.1], [-0.6, -0.1, 0.1], [0.2, 0.8, 0.8], [-0.3, 0.2, -0.3], [-0.2, -0.4, 0.5], [0.5, -1.0, 0.2], [0.0, -0.3, 0.3], [-0.1, 0.1, 0.2], [-0.6, -0.2, 0.5], [0.8, 0.1, 0.3], [-0.5, 0.3, -0.1], [-0.8, -1.2, 1.1], [0.6, -0.2, 0.5], [0.5, -0.5, -0.5], [0.4, -0.5, -0.6], [-0.3, 0.0, -0.2], [-0.2, 0.2, 0.1], [0.1, -0.6, -0.6], [-0.2, 0.1, -0.5], [0.6, -0.3, 0.6], [-1.0, 0.5, 0.8], [1.0, 0.5, -0.3], [0.3, 0.0, -0.5], [-1.8, 0.5, 1.7], [0.8, 1.3, -0.7], [-0.8, -2.1, 3.1], [0.1, 0.7, -3.2], [0.3, 0.9, -0.2], [-0.6, -1.2, -0.1], [0.5, 0.0, -0.3], [0.8, -0.5, -1.1], [0.2, -0.2, -0.2], [0.3, -0.8, 1.1], [-0.1, 1.1, -0.5], [0.3, 0.4, 0.4], [0.6, -0.7, -0.2], [-0.4, 1.4, 0.7], [0.6, -0.4, 0.9], [-0.4, 0.0, -1.2], [-0.1, -0.2, -0.3], [0.3, 1.4, 1.0], [-2.2, 0.5, -0.2], [0.5, 0.2, -0.7], [0.7, 1.4, 1.1], [-1.9, -1.4, -2.7], [0.0, 0.0, 0.0], [0.0, -0.8, -0.7], [-0.2, -0.1, 0.6], [0.4, 0.0, 0.2], [0.0, 0.0, 0.4], [-0.2, 0.2, 0.3], [1.5, 0.7, 0.6], [1.1, -0.4, -1.2], [0.0, -0.9, 1.0], [0.3, -0.3, 1.0]],
  "lowdin_charge": [1.032, -0.113, -0.084, -0.105, -0.116, -0.094, -0.092, 0.103, 0.102, 0.085, 0.104, 0.105, 0.120, -0.096, -0.321, -0.095, -0.164, -0.163, -0.163, -0.410, 1.049, -0.356, -0.060, -0.107, -0.111, -0.122, -0.129, -0.340, -0.087, -0.123, -0.134, -0.125, -0.131, -0.235, -0.010, -0.088, -0.093, -0.117, -0.306, 1.156, -0.339, -0.116, -0.129, -0.098, -0.100, -0.097, -0.335, -0.070, -0.087, -0.107, -0.124, -0.087, 0.098, 0.064, 0.060, 0.117, 0.088, 0.094, 0.085, 0.081, 0.106, 0.082, 0.103, 0.082, 0.095, 0.108, 0.129, 0.086, 0.066, 0.091, 0.115, 0.100, 0.085, 0.104, 0.085, 0.097, 0.099, 0.105, 0.102, 0.095, -0.030, -0.026, -0.583, -0.106, -0.006, 0.028, 0.090, 0.115, 0.084, 0.158, 0.097, 0.091, -0.027, -1.254, -0.006, 0.031, 0.125, -0.063, -0.755, -0.106, -0.152, -0.329, 0.070, 0.055, 0.067, 0.061, 0.057, 0.076, 0.033, 0.086, 0.089, -0.064],
  "lumo_ev": [3.253, 3.251],
  "charge": -2,
  "largest_force_ev_per_a": 3.82,
  "homo_lumo_gap_ev": [4.05, 2.31],
  "homo_ev": [-0.80, 0.94]
}